Entry 1:
14
Properties=species:S:1:pos:R:3:forces:R:3 method="wB97M-V/def2-TZVPD" total_charge=-1 orbital_gap_ev="7.499 / 7.695" e_homo_ev="-4.68 / -5.09" de_lowest_kcal_mol=88.99 lumo_ev="2.82 / 2.61" e_tot_ev=-14927.4751
C -2.3079 0.2562 -1.6755 2.779 0.504 0.814
C -1.1554 0.4506 -1.3023 -2.026 -1.019 -1.155
C 1.4123 0.1494 -1.3273 -3.993 -1.145 -1.097
C 0.1468 1.8528 0.3240 -1.677 -1.341 -1.513
C 0.0828 0.6252 -0.7561 1.413 1.709 1.924
N -0.1614 -1.0977 1.0984 1.590 1.751 1.431
O 2.4472 0.3231 -0.6065 2.608 0.058 0.255
O 1.2066 1.8857 0.9372 2.650 0.132 1.252
O 1.3702 -0.4687 -2.3729 0.872 -0.013 -0.241
O -0.8351 2.5668 0.4240 -0.523 0.290 -0.156
H -3.3083 0.1908 -1.9169 -1.274 -0.139 -0.402
H 0.2010 -2.0171 0.8660 0.328 -0.305 -0.479
H 2.2630 0.9950 0.0969 -0.841 0.403 0.741
H 0.6800 -0.6444 1.6510 -1.907 -0.885 -1.374

Entry 2:
14
Properties=species:S:1:pos:R:3:forces:R:3 method="wB97M-V/def2-TZVPD" total_charge=-1 orbital_gap_ev="7.049 / 7.050" e_homo_ev="-3.31 / -3.32" de_lowest_kcal_mol=49.55 lumo_ev="3.73 / 3.73" e_tot_ev=-14929.1856
C 0.6969 -0.7832 -0.3679 0.005 -0.369 0.508
C -0.1655 1.3944 -0.3698 -1.751 0.022 -0.785
C -2.3876 -0.0292 0.8296 -1.573 -0.282 -2.898
C 1.0654 0.5707 -0.0147 -1.072 0.097 -0.335
C -1.5079 -0.4120 -0.4715 -2.325 4.387 0.146
N -0.4654 -1.1988 -0.5752 0.597 -2.380 -0.368
O -3.5572 0.2884 0.4065 0.849 0.006 0.579
O -0.2002 2.5479 -0.7151 0.281 -0.863 0.413
O -1.9454 -0.0992 1.9392 1.132 -0.113 1.861
O -2.3112 -0.3597 -1.5501 -0.633 0.322 0.191
H 1.4818 -1.4565 -0.4899 1.330 -1.380 -0.283
H 1.1702 0.6194 1.0327 0.130 0.375 1.429
H 1.9893 0.7361 -0.4859 1.495 1.004 -0.596
H -3.1889 0.0679 -1.1484 1.535 -0.825 0.137

Entry 3:
10
Properties=species:S:1:pos:R:3:forces:R:3 method="wB97M-V/def2-TZVPD" orbital_gap_ev=8.362 e_homo_ev=-8.03 de_lowest_kcal_mol=109.11 lumo_ev=0.33 e_tot_ev=-7290.9769
C 1.7092 -0.0277 -0.0052 -1.925 -0.200 0.345
C -0.4969 1.3374 0.0042 0.751 -2.335 0.286
C 0.8029 1.0967 0.0683 -1.854 -0.280 -0.092
C 0.6912 -0.8131 0.1111 0.164 1.724 -1.162
C -0.7712 -0.9951 0.0219 0.498 -0.591 2.021
O -1.4352 0.2887 0.0286 0.131 -0.188 0.655
H 2.7075 0.0557 -0.1839 2.617 -0.516 -0.145
H -1.0917 2.1844 -0.0698 -0.161 1.944 -0.055
H -1.1342 -1.4174 -0.8930 0.336 -0.981 -0.508
H -0.9816 -1.7096 0.9179 -0.557 1.423 -1.345

Entry 4:
10
Properties=species:S:1:pos:R:3:forces:R:3 method="wB97M-V/def2-TZVPD" s_squared=2.013 orbital_gap_ev="7.298 / 7.318" e_homo_ev="-6.31 / -9.28" de_lowest_kcal_mol=96.20 lumo_ev="0.99 / -1.96" multiplicity=3 e_tot_ev=-7287.6330
C -1.1973 0.0858 1.5066 -1.468 1.660 0.296
C -0.6507 -0.4266 -1.0210 0.784 -0.339 -5.711
C -0.9853 0.0302 0.1510 0.376 0.248 5.344
C 0.1104 0.2512 1.2630 -1.184 -0.409 -0.115
C 1.5348 0.0663 -0.4651 -0.498 0.583 -1.076
O 0.6864 -0.6645 -1.2194 -1.720 -0.506 -1.551
H -1.9552 0.3560 2.2366 -0.103 -0.720 -0.102
H -1.2501 -0.3917 -2.0275 1.135 -0.517 2.164
H 1.3396 1.0655 -0.2966 -0.078 1.724 -0.368
H 2.3675 -0.3722 -0.1276 2.756 -1.723 1.120

Entry 5:
11
Properties=species:S:1:pos:R:3:forces:R:3 method="wB97M-V/def2-TZVPD" orbital_gap_ev=10.093 e_homo_ev=-8.94 de_lowest_kcal_mol=14.78 lumo_ev=1.15 e_tot_ev=-9343.5410
O 1.7343 -2.2714 -0.8851 0.690 1.115 -0.306
C 2.3172 -1.3217 -1.1048 -0.652 -1.191 0.226
O 0.3910 -0.3057 1.0543 -0.025 0.061 0.028
C -0.8919 -0.6216 0.7495 -0.179 -0.011 -0.052
C -1.4227 0.2967 -0.0945 0.005 -0.099 0.056
C -0.3837 1.2545 -0.3383 0.118 0.012 0.051
C 0.6850 0.8361 0.3829 -0.012 0.165 -0.082
H -1.2772 -1.5194 1.2097 0.043 0.145 -0.074
H -2.4276 0.3012 -0.4937 0.168 -0.030 0.064
H -0.4317 2.1342 -0.9652 0.020 -0.144 0.104
H 1.6888 1.2127 0.5128 -0.174 -0.022 -0.015

Entry 6:
11
Properties=species:S:1:pos:R:3:forces:R:3 method="wB97M-V/def2-TZVPD" orbital_gap_ev=9.076 e_homo_ev=-8.77 de_lowest_kcal_mol=30.43 lumo_ev=0.30 e_tot_ev=-9342.8625
O 2.3193 -1.5280 0.7701 -0.452 0.931 -0.444
C 1.7514 -0.6187 0.3283 0.387 -0.716 0.297
O -0.4618 -1.7740 0.4624 -0.231 0.502 -0.367
C -1.2759 -1.0157 -0.0375 0.231 -0.225 0.094
C -1.2154 0.4429 0.0639 0.146 0.012 0.037
C -0.0398 1.0910 -0.0458 -0.004 -0.079 0.011
C 1.2873 0.5197 -0.1919 0.034 -0.045 0.156
H -2.0660 -1.4260 -0.6905 -0.221 -0.005 0.223
H -2.1445 1.0059 0.0976 0.135 -0.118 -0.118
H -0.0643 2.1806 -0.0969 0.007 -0.240 -0.069
H 2.0452 1.0773 -0.7351 -0.033 -0.018 0.178